Run 1
A 2-piece molecular cluster, C11H15NO overall. Source: the OMol25 dataset; level of theory: the ωB97M-V functional and the def2-TZVPD basis.

- Total charge: 0
- Molecular weight: 177.25 g/mol
- Multiplicity: 1
- SMILES: Cc1c[nH]c2ccccc12.CCO
- Gap between HOMO and LUMO: 8.47 eV

Each line ends with the Löwdin charge.
Atoms and positions in Å:
O 2.44 -2.58 -0.82  -0.071
N -1.18 1.67 -1.67  0.041
C -2.01 0.78 0.29  -0.186
C -0.04 1.54 -0.76  -0.232
C 1.25 1.73 -1.14  -0.032
C 1.20 -2.06 -0.78  -0.404
C 2.12 1.65 0.02  -0.114
C 0.17 1.14 1.54  0.026
C -2.34 1.12 -1.07  -0.017
C 0.55 -2.79 0.33  -0.080
C 1.59 1.47 1.27  -0.079
C -0.63 1.20 0.44  -0.218
C -2.71 0.01 1.38  -0.057
H 1.65 1.88 -2.12  0.105
H -0.06 0.97 2.53  0.081
H -3.80 -0.07 1.22  0.081
H -1.06 2.28 -2.48  0.139
H -2.45 -1.04 1.48  0.073
H 2.91 -1.89 -1.40  0.136
H 3.19 1.95 -0.27  0.124
H 2.23 1.63 2.10  0.079
H 0.41 -2.10 1.17  0.077
H -0.42 -3.14 0.09  0.057
H 1.14 -0.88 -0.78  0.122
H 0.63 -2.22 -1.74  0.116
H 1.02 -3.68 0.57  0.058
H -3.22 0.98 -1.74  0.120
H -2.59 0.43 2.34  0.054



Run 2
C11H15NO in the gas phase. Source: the OMol25 dataset; level of theory: the ωB97M-V functional and the def2-TZVPD basis.

- Total charge: 0
- Molecular weight: 177.25 g/mol
- Multiplicity: 1
- SMILES: CC[C@H]1CC[C@@H](c2cccnc2)O1
- Gap between HOMO and LUMO: 10.17 eV

Each line ends with the Löwdin charge.
Atoms and positions in Å:
O 0.88 -0.86 -0.56  -0.074
N 0.19 3.65 0.86  0.055
C 0.32 3.28 2.13  -0.157
C 0.40 0.95 1.54  -0.010
C 0.44 1.94 2.52  -0.058
C 0.18 2.69 -0.06  -0.102
C 0.28 1.33 0.21  -0.150
C 0.19 0.33 -0.91  -0.303
C -0.45 -4.37 -0.56  -0.105
C -0.95 -1.47 -1.93  -0.121
C -0.07 -2.99 -0.05  -0.210
C -1.24 -0.14 -1.24  -0.108
C 0.27 -2.00 -1.16  -0.339
H -1.79 -0.27 -0.31  0.127
H -1.33 -4.32 -1.22  0.069
H 0.64 0.76 -1.82  0.156
H -1.77 0.57 -1.86  0.119
H -0.88 -2.58 0.58  0.117
H 0.57 1.69 3.57  0.101
H 0.81 -3.06 0.60  0.118
H 0.49 -0.09 1.80  0.116
H 0.99 -2.47 -1.85  0.152
H -0.67 -1.30 -2.98  0.122
H 0.08 3.02 -1.10  0.120
H 0.36 4.08 2.87  0.103
H -0.69 -5.05 0.26  0.071
H -1.80 -2.16 -1.91  0.113
H 0.37 -4.83 -1.12  0.078



Run 3
A 2-piece molecular cluster, C11H15NO overall. Source: the OMol25 dataset; level of theory: the ωB97M-V functional and the def2-TZVPD basis.

- Total charge: 0
- Molecular weight: 177.25 g/mol
- Multiplicity: 1
- SMILES: Cc1c[nH]c2ccccc12.CCO
- Gap between HOMO and LUMO: 8.69 eV

Each line ends with the Löwdin charge.
Atoms and positions in Å:
O -3.79 0.48 0.31  -0.091
N 1.75 -0.92 -1.60  0.050
C 1.93 -1.32 2.10  -0.103
C 1.85 -0.82 -0.21  -0.180
C -2.75 -0.13 -0.45  -0.321
C 1.18 0.40 0.12  -0.179
C 1.96 -1.80 0.81  -0.023
C -0.07 2.24 -1.23  -0.053
C 1.02 0.11 -2.14  -0.052
C 1.49 -0.01 2.42  -0.091
C 1.00 0.82 1.43  -0.048
C 0.74 1.01 -1.11  -0.252
C -1.74 -1.08 0.18  -0.050
H -1.09 2.31 -1.58  0.060
H 1.74 0.45 3.38  0.099
H 2.27 -2.81 0.55  0.104
H -0.94 -1.01 -0.56  0.067
H -2.10 -2.06 0.47  0.080
H -3.65 0.50 1.27  0.079
H 0.46 2.87 -1.98  0.088
H 2.13 -1.98 2.93  0.094
H -1.48 -0.50 1.04  0.065
H 2.33 -1.51 -2.17  0.146
H 0.52 1.74 1.73  0.105
H 0.93 0.27 -3.22  0.130
H -2.38 0.74 -1.02  0.086
H -3.28 -0.64 -1.27  0.111
H -0.04 2.67 -0.21  0.079



Last place for stability: run 1



Run 1
C4H8N as an isolated structure. Source: the OMol25 dataset; level of theory: the ωB97M-V functional and the def2-TZVPD basis.

- Total charge: +1
- Molecular weight: 70.11 g/mol
- Multiplicity: 1
- Gap between HOMO and LUMO (alpha / beta): 6.43 / 9.60 eV

Each line ends with the Löwdin charge.
Atoms and positions in Å:
N -0.13 -0.05 0.72  0.060
C 1.17 1.40 0.85  0.051
C -0.12 1.31 0.95  -0.052
C 1.29 -0.09 0.73  -0.115
C -1.24 -0.84 -1.50  0.256
H 1.85 -0.49 -0.14  0.153
H -1.05 1.89 0.87  0.157
H -2.16 -1.53 -1.08  0.121
H 1.78 -0.40 1.63  0.132
H -0.57 -1.36 -2.08  -0.003
H -1.21 0.18 -1.38  -0.023
H -0.74 -0.76 1.04  0.145
H 1.89 2.12 1.10  0.118



Run 2
An isolated ion of composition C4H8N and charge +1. Source: the OMol25 dataset; level of theory: the ωB97M-V functional and the def2-TZVPD basis.

- Total charge: +1
- Molecular weight: 70.11 g/mol
- Multiplicity: 1
- Gap between HOMO and LUMO: 8.56 eV

Each line ends with the Löwdin charge.
Atoms and positions in Å:
N 0.01 -0.32 1.77  0.103
C 0.16 -0.61 -0.82  0.159
C 1.17 0.45 -1.21  0.022
C -0.49 -0.79 0.45  -0.206
C -0.98 0.47 1.17  -0.057
H -1.16 -1.61 0.40  0.134
H -0.16 -0.96 2.52  0.133
H -2.07 0.53 1.51  0.169
H -0.71 1.40 0.76  0.097
H -0.17 -1.13 -1.69  0.135
H 2.16 0.16 -1.06  0.109
H 1.26 1.05 -0.34  0.084
H 0.81 0.81 -2.16  0.119



Last place for stability: run 1



Run 1
A 2-piece molecular cluster, C2H2N4O2 overall. Source: the OMol25 dataset; level of theory: the ωB97M-V functional and the def2-TZVPD basis.

- Total charge: 0
- Molecular weight: 114.06 g/mol
- Multiplicity: 1
- Gap between HOMO and LUMO (alpha / beta): 8.51 / 8.56 eV

Each line ends with the Löwdin charge.
Atoms and positions in Å:
O 2.58 -0.94 0.12  0.195
O 0.72 -2.72 0.17  -0.198
N -0.28 1.86 -0.62  0.028
N 1.44 -0.99 0.18  -0.139
N 0.53 -0.02 -0.02  -0.055
N 0.80 1.25 -0.53  0.077
C -1.32 1.10 -0.21  -0.098
C -0.84 -0.10 0.18  -0.004
H -1.36 -0.83 0.71  0.107
H -2.27 1.39 0.03  0.087



Run 2
C2H2N4O2 as an isolated structure. Source: the OMol25 dataset; level of theory: the ωB97M-V functional and the def2-TZVPD basis.

- Total charge: 0
- Molecular weight: 114.06 g/mol
- Multiplicity: 1
- Gap between HOMO and LUMO: 6.97 eV

Each line ends with the Löwdin charge.
Atoms and positions in Å:
O 0.90 -0.55 2.54  -0.080
O -1.45 0.33 -0.23  -0.097
N 0.26 0.68 -2.14  0.080
N 0.67 -0.86 -0.05  0.095
N -0.70 1.17 -1.63  0.116
N -0.13 0.35 1.92  0.105
C -0.37 0.02 0.60  -0.382
C 0.56 -0.90 -1.40  0.048
H 1.15 -1.43 -2.15  0.093
H 1.32 -0.92 1.76  0.022



Run 3
C2H2N4O2 in the gas phase. Source: the OMol25 dataset; level of theory: the ωB97M-V functional and the def2-TZVPD basis.

- Total charge: 0
- Molecular weight: 114.06 g/mol
- Multiplicity: 1
- Gap between HOMO and LUMO (alpha / beta): 7.41 / 7.47 eV

Each line ends with the Löwdin charge.
Atoms and positions in Å:
O 2.28 -1.31 -0.25  0.058
O 2.79 0.69 0.64  0.067
N 2.05 -0.13 0.10  -0.383
N -1.84 -0.17 0.24  -0.056
N -0.08 0.95 -0.61  0.155
N -1.53 -1.35 -0.09  0.092
C 1.03 0.53 -0.63  0.058
C -1.30 0.95 -0.10  -0.197
H -1.77 -2.13 0.55  0.076
H -1.64 1.97 0.13  0.130



Run 4
C2H2N4O2 in the gas phase. Source: the OMol25 dataset; level of theory: the ωB97M-V functional and the def2-TZVPD basis.

- Total charge: 0
- Molecular weight: 114.06 g/mol
- Multiplicity: 1
- SMILES: O=COn1cnnn1
- Gap between HOMO and LUMO: 10.10 eV

Each line ends with the Löwdin charge.
Atoms and positions in Å:
O -1.37 1.13 -0.61  0.088
O -1.09 -1.04 0.46  0.043
N 2.00 0.64 0.16  0.004
N 0.28 -0.63 0.25  -0.140
N 2.01 -0.11 -0.85  -0.034
N 1.09 -1.09 -0.76  0.098
C 0.89 0.37 0.74  -0.265
C -1.77 -0.03 -0.41  -0.140
H 0.75 1.20 1.61  0.195
H -2.78 -0.44 -0.59  0.152



Last place for stability: run 1



Run 1
C2H2N4O2 in the gas phase. Source: the OMol25 dataset; level of theory: the ωB97M-V functional and the def2-TZVPD basis.

- Total charge: 0
- Molecular weight: 114.06 g/mol
- Multiplicity: 1
- SMILES: O=c1nn[nH]c(O)n1
- Gap between HOMO and LUMO: 9.17 eV

Each line ends with the Löwdin charge.
Atoms and positions in Å:
O -0.17 -1.43 -1.43  0.068
O -0.22 2.90 -0.25  0.093
N -0.41 1.24 1.38  0.110
N 0.74 -0.79 0.58  0.073
N 0.11 0.05 1.76  0.092
N -0.21 0.86 -1.09  0.204
C 0.00 -0.37 -0.63  -0.395
C -0.30 1.72 -0.02  -0.542
H -0.18 -2.37 -0.97  0.183
H 0.63 -1.82 0.66  0.113



Run 2
C2H2N4O2 in the gas phase. Source: the OMol25 dataset; level of theory: the ωB97M-V functional and the def2-TZVPD basis.

- Total charge: 0
- Molecular weight: 114.06 g/mol
- Multiplicity: 1
- SMILES: O/N=C\c1nnno1
- Gap between HOMO and LUMO: 9.00 eV

Each line ends with the Löwdin charge.
Atoms and positions in Å:
O -1.28 -1.82 0.64  -0.072
O 1.37 1.37 -0.60  -0.085
N -0.18 -1.49 1.27  -0.052
N -0.94 0.94 -0.86  0.111
N 1.03 1.88 -1.99  0.126
N -0.32 1.67 -1.95  -0.040
C 0.16 0.80 -0.05  -0.262
C 0.40 -0.29 0.91  -0.054
H 1.17 -0.18 1.65  0.097
H -1.41 -2.88 0.99  0.231



Last place for stability: run 2



Run 1
C2H2N4O2 as an isolated structure. Source: the OMol25 dataset; level of theory: the ωB97M-V functional and the def2-TZVPD basis.

- Total charge: 0
- Molecular weight: 114.06 g/mol
- Multiplicity: 1
- Gap between HOMO and LUMO: 7.63 eV

Each line ends with the Löwdin charge.
Atoms and positions in Å:
O 1.17 -1.80 0.31  -0.081
O -1.89 1.80 -0.78  -0.042
N -0.46 1.83 -0.79  0.034
N 2.22 -0.65 -0.68  0.264
N -0.50 -0.02 0.73  0.062
N 1.58 0.43 -0.68  0.102
C 0.22 0.80 -0.14  -0.356
C 0.03 -1.40 0.78  -0.138
H -1.96 1.23 0.00  0.049
H -0.39 -2.23 1.25  0.105



Run 2
C2H2N4O2 in the gas phase. Source: the OMol25 dataset; level of theory: the ωB97M-V functional and the def2-TZVPD basis.

- Total charge: 0
- Molecular weight: 114.06 g/mol
- Multiplicity: 1
- Gap between HOMO and LUMO (alpha / beta): 7.74 / 7.90 eV

Each line ends with the Löwdin charge.
Atoms and positions in Å:
O -2.97 1.86 -0.25  0.065
O -0.12 -1.91 0.22  -0.039
N 1.06 -1.54 -0.15  0.064
N 1.17 0.68 0.62  0.113
N -2.23 0.91 -0.20  -0.033
N -1.16 -1.15 0.28  0.088
C 1.49 -0.25 -0.19  -0.318
C -1.44 0.04 -0.12  -0.108
H 1.78 1.47 0.55  0.050
H 2.42 -0.10 -0.77  0.120



Run 3
C2H2N4O2 in the gas phase. Source: the OMol25 dataset; level of theory: the ωB97M-V functional and the def2-TZVPD basis.

- Total charge: 0
- Molecular weight: 114.06 g/mol
- Multiplicity: 1
- SMILES: [H]/N=C/n1onnc1=O
- Gap between HOMO and LUMO: 9.69 eV

Each line ends with the Löwdin charge.
Atoms and positions in Å:
O -1.24 1.81 -0.22  0.125
O -0.66 -1.46 -0.19  -0.046
N -2.45 -0.24 -0.04  0.133
N -2.03 -1.42 -0.02  0.069
N 2.26 -0.58 -0.19  0.151
N -0.18 -0.22 0.22  0.003
C -1.26 0.64 -0.03  -0.490
C 1.29 0.23 0.01  -0.102
H 2.99 -0.01 -0.12  -0.014
H 1.27 1.25 0.58  0.171



Last place for stability: run 2



Run 1
A 2-piece molecular cluster, CH3BrN2 overall. Source: the OMol25 dataset; level of theory: the ωB97M-V functional and the def2-TZVPD basis.

- Total charge: 0
- Molecular weight: 122.95 g/mol
- Multiplicity: 1
- Gap between HOMO and LUMO: 9.24 eV

Each line ends with the Löwdin charge.
Atoms and positions in Å:
Br -2.99 1.24 0.15  0.292
N 0.15 1.19 0.29  0.132
N 0.69 0.15 0.13  -0.177
C 1.14 -1.05 0.02  -0.023
H 2.20 -1.37 0.09  0.081
H 0.50 -1.74 -0.31  0.019
H -1.70 1.58 -0.39  -0.324



Run 2
A 2-piece molecular cluster, CH3BrN2 overall. Source: the OMol25 dataset; level of theory: the ωB97M-V functional and the def2-TZVPD basis.

- Total charge: 0
- Molecular weight: 122.95 g/mol
- Multiplicity: 1
- Gap between HOMO and LUMO (alpha / beta): 6.20 / 6.89 eV

Each line ends with the Löwdin charge.
Atoms and positions in Å:
Br -2.97 -0.50 0.95  -0.451
N -0.44 0.96 1.29  0.228
N 0.27 0.77 0.44  -0.089
C 0.67 -0.13 -0.53  -0.071
H -0.25 -0.79 -0.75  0.104
H 1.22 0.54 -1.32  0.133
H 1.50 -0.84 -0.08  0.146



Last place for stability: run 2